No. 1
# C42H36ClF3NO5PSbZr

A structure of composition C42H36ClF3NO5PSbZr in a non-equilibrium geometry (the ωB97M-V functional and the def2-TZVPD basis, the OMol25 dataset).

As for the orbital gap: 3.026 eV. The calculation puts the energy at -93617.1473 eV.

Geometry as ORCA input:
```
! wB97M-V def2-TZVPD RIJCOSX def2/J DEFGRID3
* xyz 3 1
Zr 0.11 0.46 -1.08
C 1.85 2.55 -4.76
C 0.79 2.93 -3.70
C 1.43 3.26 -2.30
C -0.39 2.04 -3.71
C -1.16 1.78 -4.92
O -2.43 1.18 -4.38
C -2.24 1.02 -3.04
N -1.15 1.61 -2.54
C -3.39 0.38 -2.37
C -4.66 0.69 -2.97
C -5.79 0.68 -2.20
C -5.72 0.24 -0.86
C -4.60 -0.47 -0.44
C -3.41 -0.41 -1.19
P -2.07 -1.57 -0.73
C -2.47 -2.61 0.75
C -2.59 -3.98 0.70
C -2.91 -4.71 1.83
C -3.00 -4.14 3.08
C -2.88 -2.75 3.18
C -2.67 -2.02 2.03
C -1.66 -2.48 -2.20
C -2.52 -3.51 -2.71
C -2.28 -4.15 -3.91
C -1.09 -3.97 -4.62
C -0.33 -2.89 -4.21
C -0.52 -2.14 -2.98
H 2.70 3.27 -4.67
H 1.37 2.50 -5.75
H 2.27 1.56 -4.49
H 0.45 3.94 -3.97
H 1.85 2.37 -1.83
H 0.63 3.69 -1.60
H 2.22 3.98 -2.34
H 2.83 0.60 -2.29
H -0.62 1.07 -5.60
H -1.53 2.58 -5.59
H -4.65 1.08 -4.02
H -6.73 1.07 -2.65
H -6.51 0.46 -0.13
H -4.71 -1.09 0.43
H -2.46 -4.49 -0.27
H -3.22 -5.78 1.68
H -3.09 -4.63 3.98
H -3.15 -2.22 4.12
H -2.65 -0.92 2.10
H -3.42 -3.88 -2.14
H -3.00 -4.90 -4.28
H -0.81 -4.54 -5.50
H 0.55 -2.61 -4.85
H 9.44 -4.46 -6.31
O 0.21 -1.11 -2.64
Cl 8.95 -6.38 -7.24
O 8.91 -5.21 -5.97
O 0.12 0.87 0.83
O 2.12 0.50 -1.69
F 4.20 -3.01 6.08
C 3.60 -2.22 5.16
C 4.11 -0.93 5.01
C 3.56 -0.12 4.00
C 2.52 -0.67 3.26
C 2.09 -1.99 3.36
C 2.61 -2.76 4.39
Sb 1.21 0.92 2.52
C 2.39 2.58 2.17
C 3.34 2.52 1.10
C 4.55 3.18 1.27
C 4.80 3.70 2.58
F 6.05 4.17 2.82
C 3.81 3.88 3.56
C 2.54 3.40 3.26
C -0.50 1.64 3.50
C -1.27 2.59 2.84
C -2.26 3.32 3.51
C -2.41 2.86 4.85
F -3.15 3.67 5.62
C -1.91 1.70 5.43
C -0.78 1.17 4.74
H 4.97 -0.52 5.57
H 3.88 0.89 3.86
H 1.41 -2.39 2.67
H 2.38 -3.82 4.43
H 3.10 1.93 0.21
H 5.22 3.35 0.44
H 3.99 4.38 4.53
H 1.64 3.59 3.85
H -1.00 2.86 1.82
H -2.74 4.17 3.03
H -2.17 1.30 6.38
H -0.17 0.35 5.13
*
```

Atomic partial charges in e from the Mulliken method, atoms 1 to 2: atom 1 (Zr): 1.331, atom 2 (C): -1.350

---

No. 2
# C42H36ClN3O4PS2Zr

A structure of composition C42H36ClN3O4PS2Zr (the ωB97M-V functional and the def2-TZVPD basis, the OMol25 dataset).

As for the orbital gap: 5.811 eV. The calculation puts the energy at -101539.5715 eV. As for the energy above the lowest of the compared OMol25 structures with the same formula, charge and spin: 9.8 kcal/mol.

Geometry as ORCA input:
```
! wB97M-V def2-TZVPD RIJCOSX def2/J DEFGRID3
* xyz 3 1
Zr 0.04 -0.09 -1.01
O -0.51 -1.57 3.26
C -0.25 -2.87 2.95
C -0.14 -3.74 4.03
C 0.10 -5.08 3.82
C 0.24 -5.58 2.52
C 0.13 -4.73 1.45
C -0.13 -3.36 1.64
C -0.27 -2.52 0.47
O -0.32 -1.16 0.63
N -0.35 -3.02 -0.72
N -0.57 -2.05 -1.73
C -1.00 -2.62 -2.85
S -1.26 -4.31 -2.90
C -1.60 -4.37 -4.68
C -2.25 -3.07 -5.09
S -1.33 -1.72 -4.28
H -0.52 -1.05 2.45
H -0.26 -3.34 5.03
H 0.18 -5.74 4.66
H 0.44 -6.63 2.36
H 0.23 -5.10 0.44
H -2.26 -5.21 -4.86
H -0.66 -4.54 -5.20
H -3.29 -3.00 -4.77
H -2.19 -2.90 -6.17
Cl -0.41 1.40 -3.22
C -2.02 2.18 -3.15
C -2.49 2.70 -4.33
C -3.72 3.34 -4.32
C -4.44 3.44 -3.14
C -3.94 2.90 -1.96
C -2.70 2.26 -1.94
P -2.06 1.55 -0.40
C -1.49 2.91 0.63
C -1.06 4.10 0.05
C -0.60 5.13 0.87
C -0.58 4.96 2.25
C -1.00 3.77 2.82
C -1.45 2.74 2.02
C -3.42 0.70 0.41
C -3.60 -0.66 0.17
C -4.68 -1.32 0.73
C -5.58 -0.63 1.53
C -5.41 0.73 1.77
C -4.33 1.40 1.21
H -1.91 2.61 -5.24
H -4.11 3.76 -5.23
H -5.40 3.94 -3.13
H -4.51 2.97 -1.05
H -1.11 4.24 -1.02
H -0.29 6.06 0.43
H -0.24 5.77 2.88
H -1.00 3.66 3.90
H -1.81 1.82 2.47
H -2.90 -1.20 -0.45
H -4.82 -2.38 0.56
H -6.42 -1.15 1.97
H -6.11 1.27 2.39
H -4.20 2.46 1.40
C 6.15 -0.41 1.99
O 5.26 0.56 1.40
C 4.04 0.71 1.95
C 3.52 -0.09 2.97
C 2.27 0.19 3.49
C 1.51 1.26 3.01
C 2.02 2.05 2.00
C 3.26 1.76 1.46
N 3.82 2.61 0.45
C 4.29 2.24 -0.70
C 4.16 0.92 -1.27
C 5.29 0.38 -1.91
C 5.30 -0.93 -2.35
C 4.18 -1.72 -2.16
C 3.03 -1.19 -1.59
C 3.00 0.14 -1.17
O 1.82 0.68 -0.74
H 7.08 -0.32 1.44
H 5.75 -1.42 1.87
H 6.32 -0.18 3.04
H 4.10 -0.90 3.37
H 1.87 -0.43 4.28
H 0.56 1.49 3.46
H 1.46 2.90 1.62
H 3.98 3.58 0.71
H 4.87 2.98 -1.23
H 6.17 1.00 -2.02
H 6.18 -1.34 -2.82
H 4.19 -2.76 -2.47
H 2.16 -1.83 -1.43
*
```

Atomic partial charges in e from the Mulliken method, atoms 1 to 2: atom 1 (Zr): 0.013, atom 2 (O): -0.617

---

No. 3
# C42H37AsBrF6N8O2PW

A structure of composition C42H37AsBrF6N8O2PW in a non-equilibrium geometry (the ωB97M-V functional and the def2-TZVPD basis, the OMol25 dataset).

As for the orbital gap (alpha / beta): 4.524 / 5.056 eV. The calculation puts the energy at -218439.8914 eV. As for the energy above the lowest of the compared OMol25 structures with the same formula, charge and spin: 0.0 kcal/mol.

Geometry as ORCA input:
```
! wB97M-V def2-TZVPD RIJCOSX def2/J DEFGRID3
* xyz 3 4
W -0.86 0.03 0.05
O 4.38 -2.75 1.90
C 4.26 -3.42 0.79
C 4.58 -4.82 0.58
C 5.05 -5.23 -0.66
C 4.98 -4.36 -1.79
C 4.43 -3.11 -1.67
C 3.93 -2.74 -0.41
C 3.22 -1.42 -0.31
O 3.86 -0.63 0.71
N 1.80 -1.66 0.10
N 0.84 -0.93 -0.57
C 0.93 -0.68 -1.95
C -0.30 -0.28 -2.46
Br -3.05 -0.03 -0.98
C -0.73 0.44 -3.51
C -2.14 0.51 -3.88
C -2.67 1.64 -4.51
C -4.02 1.69 -4.78
C -4.91 0.70 -4.37
C -4.38 -0.44 -3.72
C -3.00 -0.59 -3.75
H 4.15 -1.37 1.40
H 4.54 -5.47 1.43
H 5.49 -6.20 -0.82
H 5.39 -4.64 -2.79
H 4.25 -2.53 -2.59
H 3.21 -0.92 -1.28
H 1.50 -2.66 0.13
H 1.83 -0.76 -2.51
H -0.10 1.06 -4.14
H -2.02 2.46 -4.77
H -4.51 2.57 -5.28
H -5.99 0.79 -4.49
H -5.00 -1.18 -3.23
H -2.55 -1.56 -3.49
N -3.02 2.24 1.83
C -2.73 1.05 2.42
N -3.43 0.81 3.58
C -3.05 -0.25 4.31
N -3.75 -0.58 5.42
N -1.98 -1.09 4.00
C -1.50 -0.86 2.82
N -1.79 0.17 1.98
C -0.97 -2.01 2.13
C -0.57 -3.25 2.64
C -0.84 -4.39 1.90
C -1.39 -4.31 0.61
C -1.38 -3.05 -0.04
N -1.06 -2.01 0.75
H -3.89 2.70 2.21
H -2.92 2.28 0.83
H -4.43 0.10 5.70
H -3.32 -1.17 6.13
H -0.12 -3.22 3.61
H -0.67 -5.39 2.32
H -1.78 -5.14 -0.02
H -1.71 -2.90 -1.08
F -2.65 -3.74 -2.79
As -4.07 -4.65 -1.98
F -4.48 -5.54 -3.58
F -5.17 -3.32 -2.36
F -5.27 -5.50 -0.89
F -3.65 -3.59 -0.58
F -2.75 -5.77 -1.59
C 1.95 2.25 4.99
C 2.44 1.21 4.19
C 2.03 1.10 2.86
C 1.09 2.01 2.33
C 0.48 2.96 3.16
C 1.01 3.11 4.46
P 0.74 2.01 0.50
C -0.14 3.54 -0.07
C -1.12 3.42 -1.07
C -1.90 4.50 -1.36
C -1.74 5.72 -0.71
C -0.64 5.91 0.09
C 0.16 4.79 0.48
C 2.47 2.29 -0.20
C 3.45 2.94 0.56
C 4.57 3.49 -0.11
C 4.69 3.44 -1.46
C 3.69 2.76 -2.20
C 2.54 2.31 -1.61
H 2.35 2.38 6.04
H 2.99 0.38 4.67
H 2.46 0.27 2.25
H -0.31 3.56 2.79
H 0.63 3.81 5.18
H -1.17 2.55 -1.72
H -2.75 4.47 -2.01
H -2.40 6.58 -0.94
H -0.42 6.88 0.50
H 1.09 4.90 1.09
H 3.31 3.00 1.66
H 5.39 3.93 0.45
H 5.54 3.87 -1.96
H 3.80 2.60 -3.26
H 1.67 1.94 -2.19
*
```

Atomic partial charges in e from the Mulliken method, atoms 1 to 2: atom 1 (W): 1.115, atom 2 (O): -0.685

---

No. 4
# C42H37BClN3O5SSiW

A structure of composition C42H37BClN3O5SSiW in a non-equilibrium geometry (the ωB97M-V functional and the def2-TZVPD basis, the OMol25 dataset).

As for the orbital gap (alpha / beta): 4.595 / 4.712 eV. The calculation puts the energy at -92605.6191 eV.

Geometry as ORCA input:
```
! wB97M-V def2-TZVPD RIJCOSX def2/J DEFGRID3
* xyz -1 2
W -0.80 0.01 -0.71
O -2.22 2.53 2.23
C -1.54 1.90 1.44
O -1.94 0.91 0.72
C -0.11 2.26 1.18
C 0.55 3.23 1.92
C 1.88 3.48 1.70
C 2.53 2.71 0.72
C 1.82 1.76 0.03
N 0.50 1.53 0.18
H -0.03 3.76 2.66
H 2.42 4.24 2.25
H 3.58 2.84 0.52
H 2.33 1.16 -0.71
C -3.53 3.01 -2.27
C -2.59 2.20 -1.64
N -2.47 0.87 -1.86
C -3.35 0.29 -2.74
C -4.25 1.08 -3.51
C -4.34 2.47 -3.24
C -5.03 0.48 -4.51
C -4.89 -0.85 -4.81
C -4.06 -1.67 -4.04
C -3.92 -3.06 -4.33
C -3.28 -3.87 -3.42
C -2.80 -3.34 -2.25
N -2.81 -1.99 -2.01
C -3.37 -1.12 -2.93
H -3.57 4.05 -2.01
H -1.87 2.65 -0.97
H -5.04 3.08 -3.79
H -5.73 1.10 -5.05
H -5.45 -1.29 -5.62
H -4.33 -3.45 -5.24
H -3.15 -4.92 -3.60
H -2.36 -3.93 -1.47
S -2.53 -2.50 0.52
C -2.26 -1.52 -0.81
Cl -0.11 -1.95 -3.28
C 0.38 -1.72 -1.57
H 1.48 -1.60 -1.63
H 0.21 -2.70 -1.10
C -0.13 -3.96 2.62
C 1.21 -3.22 2.61
C 2.11 -3.86 1.55
C 1.88 -3.39 3.97
Si 0.87 -1.32 2.26
O 0.18 -1.00 0.88
C 2.58 -0.44 2.22
C 2.97 0.52 3.13
C 4.18 1.18 3.02
C 5.04 0.89 1.97
C 4.66 -0.06 1.03
C 3.45 -0.71 1.16
C -0.18 -0.71 3.73
C -1.53 -0.45 3.49
C -2.36 0.06 4.48
C -1.85 0.31 5.74
C -0.52 0.01 6.01
C 0.29 -0.49 5.02
H 0.02 -5.02 2.82
H -0.64 -3.85 1.67
H -0.79 -3.55 3.39
H 2.13 -4.95 1.69
H 3.13 -3.50 1.64
H 1.74 -3.65 0.55
H 2.12 -4.44 4.14
H 1.22 -3.06 4.77
H 2.81 -2.82 4.02
H 2.30 0.78 3.94
H 4.46 1.93 3.76
H 5.98 1.42 1.87
H 5.32 -0.28 0.20
H 3.16 -1.43 0.41
H -1.93 -0.65 2.51
H -3.39 0.27 4.25
H -2.48 0.73 6.51
H -0.13 0.19 7.01
H 1.32 -0.72 5.26
O 0.01 2.38 -2.66
B 0.25 1.02 -2.34
O 1.50 0.69 -2.91
C 1.99 1.80 -3.52
C 3.18 1.99 -4.18
C 3.43 3.25 -4.69
C 2.52 4.29 -4.53
C 1.32 4.10 -3.86
C 1.07 2.84 -3.36
H 3.89 1.18 -4.30
H 4.36 3.44 -5.22
H 2.75 5.26 -4.93
H 0.61 4.91 -3.74
*
```

Atomic partial charges in e from the Mulliken method, atoms 1 to 2: atom 1 (W): 2.071, atom 2 (O): -0.798

---

No. 5
# C42H37Cl2F3N7S3Y

A structure of composition C42H37Cl2F3N7S3Y (the ωB97M-V functional and the def2-TZVPD basis, the OMol25 dataset).

As for the orbital gap (alpha / beta): 4.704 / 4.009 eV. The calculation puts the energy at -121334.7882 eV. As for the energy above the lowest of the compared OMol25 structures with the same formula, charge and spin: 43.1 kcal/mol.

Geometry as ORCA input:
```
! wB97M-V def2-TZVPD RIJCOSX def2/J DEFGRID3
* xyz -2 1
Y -0.73 1.10 -0.27
C 1.67 0.93 3.08
N 1.79 -0.50 2.94
C 2.62 -1.01 1.86
C 1.86 -1.62 0.68
N 1.38 -2.97 0.91
C 2.37 -3.94 1.27
C 0.04 -3.34 0.90
C -0.36 -4.37 1.77
C -1.67 -4.79 1.85
C -2.65 -4.21 1.07
C -2.26 -3.23 0.17
C -0.95 -2.79 0.05
S -0.72 -1.62 -1.29
C 0.81 -1.33 3.53
C 1.27 -2.38 4.34
C 0.40 -3.21 5.01
C -0.97 -2.99 4.91
C -1.43 -1.98 4.10
C -0.57 -1.15 3.37
S -1.34 0.04 2.31
H 2.67 1.37 3.13
H 1.14 1.16 4.00
H 1.13 1.43 2.26
H 3.34 -1.74 2.25
H 3.20 -0.17 1.48
H 2.49 -1.61 -0.22
H 1.00 -0.98 0.49
H 2.08 -4.93 0.91
H 2.55 -4.01 2.36
H 3.32 -3.67 0.79
H 0.37 -4.79 2.44
H -1.93 -5.57 2.57
H -3.68 -4.52 1.14
H -3.00 -2.79 -0.50
H 2.34 -2.50 4.44
H 0.79 -4.01 5.64
H -1.67 -3.63 5.43
H -2.50 -1.82 3.97
S -2.71 3.74 -3.74
C -1.18 3.29 -4.41
C -0.54 2.39 -3.61
C -1.24 2.01 -2.42
C -2.44 2.68 -2.36
C -3.40 2.60 -1.29
C -4.59 3.31 -1.25
C -5.50 3.16 -0.21
C -5.17 2.21 0.80
C -3.98 1.54 0.73
N -3.05 1.71 -0.25
H -0.85 3.70 -5.35
H 0.44 1.99 -3.87
H -4.80 4.00 -2.06
H -6.42 3.72 -0.19
H -5.85 1.99 1.61
H -3.72 0.81 1.49
F 6.60 1.68 -0.50
C 5.74 2.16 -1.47
F 6.10 3.47 -1.59
F 6.14 1.55 -2.61
C 4.32 1.97 -1.18
C 3.68 2.74 -0.17
C 2.36 2.52 0.12
N 1.58 1.58 -0.51
C 2.21 0.83 -1.48
C 3.52 0.99 -1.83
H 4.22 3.50 0.37
H 1.87 3.12 0.88
H 1.62 0.06 -1.96
H 3.94 0.35 -2.59
N -1.94 3.32 2.48
C -1.65 4.02 1.34
C -2.32 5.23 1.07
C -1.96 5.95 -0.04
C -0.92 5.50 -0.86
C -0.34 4.30 -0.54
N -0.70 3.55 0.52
H -2.91 3.34 2.75
H -1.55 2.38 2.54
H -3.12 5.55 1.73
H -2.48 6.87 -0.27
H -0.61 6.04 -1.74
H 0.44 3.88 -1.16
Cl 2.48 -4.37 -2.06
C 1.39 -3.95 -3.36
C 1.39 -4.75 -4.48
C 0.54 -4.46 -5.54
C -0.28 -3.35 -5.45
C -0.26 -2.55 -4.32
Cl -1.20 -1.09 -4.36
C 0.55 -2.82 -3.19
N 0.68 -2.05 -2.07
H 2.06 -5.60 -4.52
H 0.53 -5.08 -6.43
H -0.93 -3.07 -6.27
*
```

Atomic partial charges in e from the Mulliken method, atoms 1 to 2: atom 1 (Y): -0.592, atom 2 (C): -1.117

---

- What is the formula in the first record?
  C42H36ClF3NO5PSbZr

---

- What is the energy in the fifth record?
  -121334.7882 eV

---

- The highest energy belongs to which entry?
  C42H37BClN3O5SSiW

---

- Look up the energy of the second one.
  -101539.5715 eV